[1]
C17H35FO12P2S | ωB97M-V/def2-TZVPD

```
68
Properties=species:S:1:pos:R:3:nbo_charge:R:1
C -5.271 1.067 2.354 -0.132
C -4.255 1.707 2.456 -0.074
C -3.338 2.894 2.399 -0.038
O -2.712 3.296 3.667 -0.622
S -1.738 4.510 3.114 2.442
O -0.398 4.569 3.637 -0.876
O -2.390 5.769 3.380 -0.878
O -1.604 4.102 1.490 -0.633
C -2.072 2.755 1.471 0.580
C -2.571 2.189 0.125 -0.661
F -1.141 1.881 1.988 -0.334
H -6.051 0.369 2.068 0.252
H -3.864 3.837 2.134 0.241
H -2.576 1.091 0.232 0.256
H -1.892 2.497 -0.695 0.245
H -3.571 2.596 -0.101 0.232
O 4.392 0.599 4.904 -0.963
P 4.324 0.553 3.400 2.388
O 2.705 0.520 3.138 -0.794
C 1.950 1.723 3.308 -0.070
C 2.188 2.700 2.175 -0.638
O 4.657 -1.056 3.189 -0.819
C 5.375 -1.783 4.183 -0.063
C 4.428 -2.526 5.107 -0.631
O 4.623 0.783 1.762 -0.717
C 5.968 1.123 1.365 -0.077
C 6.942 -0.032 1.513 -0.639
H 2.185 2.176 4.275 0.183
H 0.899 1.437 3.325 0.194
H 3.213 3.083 2.190 0.194
H 1.507 3.548 2.253 0.232
H 2.039 2.217 1.208 0.211
H 6.038 -1.124 4.745 0.183
H 6.014 -2.503 3.664 0.173
H 3.626 -1.884 5.469 0.226
H 4.965 -2.932 5.966 0.207
H 3.951 -3.353 4.575 0.204
H 6.307 1.992 1.934 0.173
H 5.914 1.419 0.316 0.192
H 7.172 -0.220 2.564 0.207
H 7.883 0.193 1.007 0.216
H 6.527 -0.951 1.098 0.229
O -2.922 -0.173 -3.488 -0.971
P -2.990 -1.522 -4.158 2.390
O -4.313 -2.181 -3.440 -0.790
C -5.608 -1.728 -3.829 -0.069
C -6.005 -2.245 -5.201 -0.634
O -1.811 -2.288 -3.285 -0.817
C -0.780 -1.537 -2.647 -0.064
C -1.115 -1.281 -1.191 -0.632
O -2.924 -2.778 -5.270 -0.716
C -2.021 -2.641 -6.389 -0.078
C -0.560 -2.746 -5.990 -0.640
H -5.645 -0.634 -3.799 0.178
H -6.309 -2.103 -3.082 0.187
H -5.378 -1.806 -5.982 0.198
H -7.045 -1.995 -5.420 0.215
H -5.882 -3.326 -5.257 0.221
H -0.593 -0.603 -3.179 0.182
H 0.140 -2.124 -2.710 0.179
H -2.131 -0.906 -1.066 0.213
H -0.420 -0.560 -0.757 0.212
H -1.054 -2.208 -0.618 0.212
H -2.217 -1.696 -6.902 0.173
H -2.266 -3.447 -7.082 0.195
H -0.232 -1.849 -5.462 0.206
H 0.071 -2.855 -6.874 0.219
H -0.394 -3.596 -5.329 0.231
```

E_tot ... -74893.6661 eV
Frontier orbital gap ... 9.2292 eV

=====

[2]
C2H6N2 | ωB97M-V/def2-TZVPD

```
10
Properties=species:S:1:pos:R:3:nbo_charge:R:1
C -1.835 -0.412 0.068 -0.434
C -0.826 0.422 -0.262 -0.340
N 2.726 -0.035 -0.043 -0.288
N 1.558 -0.135 0.298 -0.283
H -2.249 -0.369 1.053 0.177
H -2.575 -0.853 -0.586 0.190
H -0.689 0.599 -1.280 0.190
H -0.450 1.045 0.534 0.191
H 2.722 -0.067 -1.093 0.294
H 1.618 -0.195 1.312 0.304
```

E_tot ... -5148.1524 eV
Energy above the lowest of the compared OMol25 structures with the same formula, charge and spin ... 363.5 kJ/mol
SMILES ... [H]/N=N/[H].C=C
Frontier orbital gap ... 9.8406 eV

=====

[3]
C4H4HgO5 | ωB97M-V/def2-TZVPD

```
14
Properties=species:S:1:pos:R:3:mulliken_spin:R:1
O -2.286 -0.784 -0.093 -0.001
C -2.691 0.484 0.007 0.005
C -0.847 -0.814 0.121 0.004
O -3.856 0.812 0.027 -0.002
O -1.668 1.316 0.093 -0.030
C -0.407 0.593 -0.214 0.315
H -0.408 -1.580 -0.528 0.002
H -0.698 -1.098 1.175 0.007
H -0.324 0.666 -1.315 -0.014
O 2.607 -0.474 0.806 -0.002
C 3.379 0.005 -0.196 0.002
O 2.832 0.972 -0.769 0.007
H 2.986 -1.400 0.170 0.012
Hg 1.381 1.302 0.717 0.696
```

E_tot ... -18621.4568 eV
Total charge ... -1
Energy above the lowest of the compared OMol25 structures with the same formula, charge and spin ... 406.3 kJ/mol
Frontier orbital gap (spin up / spin down) ... 5.9325 / 7.4901 eV
<S²> ... 0.755
Multiplicity ... 2

=====

[4]
C15H20N3O3RuS2SeSi | ωB97M-V/def2-TZVPD

```
46
Properties=species:S:1:pos:R:3:nbo_charge:R:1
Ru 1.532 -0.921 1.557 0.830
C -2.433 1.895 -4.062 -0.639
C -1.644 0.840 -3.341 0.038
C -2.255 0.042 -2.369 -0.207
C -1.539 -0.923 -1.689 -0.189
C -0.186 -1.079 -1.973 -0.328
C 0.449 -0.299 -2.927 -0.169
C -0.292 0.653 -3.609 -0.216
S 0.710 -2.369 -1.210 2.321
O 0.048 -3.621 -1.390 -0.907
O 2.101 -2.214 -1.494 -0.911
N 0.538 -2.036 0.446 -0.718
C -0.021 -2.893 1.431 0.352
C -0.821 -4.011 1.371 -0.255
C -1.182 -4.562 2.599 -0.103
C -0.746 -4.009 3.793 -0.256
C 0.064 -2.885 3.754 0.097
N 0.402 -2.353 2.586 -0.448
H -3.466 1.584 -4.211 0.231
H -1.995 2.122 -5.032 0.230
H -2.447 2.819 -3.480 0.232
H -3.310 0.170 -2.161 0.227
H -2.026 -1.556 -0.958 0.230
H 1.500 -0.447 -3.132 0.251
H 0.191 1.259 -4.365 0.229
H -1.132 -4.433 0.430 0.275
H -1.813 -5.441 2.613 0.243
H -1.023 -4.438 4.744 0.248
H 0.442 -2.401 4.644 0.230
C -0.564 3.900 1.932 -1.139
Si 0.699 2.781 1.153 1.506
C 0.369 2.432 -0.635 -1.150
C 2.443 3.314 1.505 -1.139
Se 0.283 0.782 2.376 -0.026
H -0.495 4.890 1.474 0.261
H -0.401 4.020 3.004 0.256
H -1.579 3.531 1.777 0.253
H 0.404 3.367 -1.202 0.257
H -0.612 1.981 -0.786 0.252
H 1.126 1.763 -1.041 0.263
H 2.594 4.327 1.124 0.261
H 3.158 2.661 1.005 0.248
H 2.660 3.325 2.574 0.255
O 3.422 -1.263 2.090 -0.829
S 4.014 -0.453 0.874 1.346
N 2.832 0.149 0.214 -0.793
```

E_tot ... -123962.4558 eV
Total charge ... +1
Energy above the lowest of the compared OMol25 structures with the same formula, charge and spin ... 0.0 kJ/mol
Frontier orbital gap ... 7.0925 eV

=====

[5]
C21H35FN2O6S2 | ωB97M-V/def2-TZVPD

```
67
Properties=species:S:1:pos:R:3:nbo_charge:R:1
C -0.354 -1.281 -1.947 -0.741
C 0.684 -0.437 -1.174 0.808
O 0.883 -0.586 -0.028 -0.536
O 1.427 0.492 -1.884 -0.544
C 0.498 1.456 -2.471 -0.074
C 1.183 2.855 -2.608 -0.428
C 0.440 3.733 -3.667 -0.412
C -0.727 4.600 -3.107 -0.408
C -1.800 3.837 -2.275 -0.399
C -2.635 2.770 -3.069 -0.303
C -2.538 2.914 -4.578 0.270
N -2.290 2.740 -5.659 -0.295
C -4.180 3.011 -2.700 -0.323
C -4.709 4.025 -3.697 0.264
N -5.052 4.760 -4.475 -0.291
C -5.007 1.694 -2.640 0.227
C -5.623 1.243 -3.977 -0.665
F -5.991 1.880 -1.657 -0.364
H -0.797 -2.070 -1.313 0.248
H 0.114 -1.733 -2.845 0.244
H -1.178 -0.615 -2.278 0.218
H -0.342 1.552 -1.753 0.162
H 0.171 1.069 -3.458 0.186
H 1.294 3.356 -1.625 0.213
H 2.184 2.628 -3.039 0.229
H 0.120 3.066 -4.496 0.216
H 1.185 4.439 -4.097 0.223
H -0.263 5.341 -2.412 0.214
H -1.218 5.218 -3.891 0.228
H -2.481 4.612 -1.857 0.221
H -1.339 3.357 -1.384 0.218
H -2.412 1.741 -2.728 0.252
H -4.270 3.496 -1.705 0.269
H -4.340 0.879 -2.283 0.166
H -6.377 0.462 -3.731 0.237
H -6.166 2.035 -4.525 0.237
H -4.862 0.797 -4.645 0.233
C 3.477 -2.002 1.428 -0.412
C 4.021 -2.424 2.797 -0.404
C 5.083 -3.501 2.558 -0.679
S 5.764 -3.180 0.930 2.169
O 5.422 -4.280 0.061 -0.948
O 7.121 -2.707 1.063 -0.948
C 4.700 -1.798 0.541 -0.673
H 2.874 -1.097 1.492 0.237
H 2.847 -2.798 1.022 0.220
H 4.478 -1.559 3.289 0.196
H 3.230 -2.792 3.451 0.245
H 5.882 -3.453 3.295 0.249
H 4.646 -4.499 2.549 0.247
H 4.467 -1.799 -0.522 0.250
H 5.232 -0.884 0.808 0.235
C -0.965 -1.676 5.540 -0.406
C -1.112 -3.034 6.235 -0.401
C -0.335 -4.061 5.404 -0.678
S 0.977 -3.153 4.585 2.170
O 0.741 -3.185 3.163 -0.937
O 2.245 -3.532 5.159 -0.941
C 0.516 -1.541 5.202 -0.678
H -1.306 -0.858 6.173 0.227
H -1.560 -1.664 4.623 0.216
H -0.686 -2.976 7.240 0.210
H -2.158 -3.323 6.339 0.227
H 0.103 -4.838 6.028 0.255
H -0.962 -4.512 4.635 0.249
H 0.719 -0.785 4.446 0.259
H 1.108 -1.347 6.097 0.241
```

E_tot ... -61995.5799 eV
Energy above the lowest of the compared OMol25 structures with the same formula, charge and spin ... 0.0 kJ/mol
SMILES ... CC(=O)OCCCCC[C@H](C#N)[C@@H](C#N)[C@H](C)F.O=S1(=O)CCCC1.O=S1(=O)CCCC1
Frontier orbital gap ... 9.8309 eV

=====

[6]
C26H88N20O26 | ωB97M-V/def2-TZVPD

```
160
Properties=species:S:1:pos:R:3:mulliken_charge:R:1
C 10.419 11.446 13.271 0.015
C 10.744 11.131 14.678 0.476
O 11.093 9.745 14.724 -0.651
O 9.206 10.808 12.807 -0.605
H 11.201 11.146 12.572 0.205
H 10.166 12.512 13.180 -0.239
H 9.893 11.329 15.320 0.419
H 11.575 11.800 14.954 -0.236
H 10.849 9.464 15.617 0.393
H 9.149 9.936 13.214 0.337
C 8.925 14.406 18.425 0.671
C 9.447 13.054 17.898 0.620
O 8.445 12.042 17.656 -0.747
O 8.224 14.290 19.603 -0.689
H 8.247 14.817 17.669 0.094
H 9.762 15.123 18.455 -0.590
H 10.071 12.562 18.645 0.281
H 9.969 13.266 16.944 -0.449
H 7.814 12.376 16.982 0.543
H 8.710 13.803 20.290 0.447
C 16.808 15.907 9.916 -0.739
C 16.215 16.797 10.980 0.157
O 16.341 16.097 12.223 -0.419
O 16.236 14.622 9.903 -0.503
H 17.900 15.838 10.004 0.306
H 16.681 16.338 8.928 0.408
H 15.165 17.007 10.759 -0.171
H 16.654 17.801 11.023 0.404
H 15.758 16.593 12.828 0.160
H 16.335 14.315 10.832 0.317
C 12.432 14.794 9.282 -0.248
C 12.992 13.503 8.762 -0.740
O 12.236 12.387 9.090 -0.536
O 12.197 14.894 10.653 0.180
H 11.488 14.954 8.734 0.342
H 13.092 15.588 8.921 0.253
H 14.015 13.437 9.169 0.184
H 13.138 13.690 7.694 0.450
H 11.469 12.345 8.507 0.335
H 12.956 14.515 11.141 -0.165
C 17.031 14.253 15.643 0.266
C 17.407 14.716 17.015 -0.765
O 16.579 13.963 17.906 -0.442
O 17.381 12.916 15.395 -0.658
H 17.580 14.927 14.965 0.471
H 15.965 14.444 15.492 -0.129
H 17.230 15.794 17.033 0.308
H 18.482 14.527 17.139 0.377
H 16.674 14.362 18.778 0.257
H 16.804 12.254 15.826 0.433
C 8.077 18.026 17.675 0.504
C 7.246 17.619 16.553 0.707
O 6.281 16.681 16.949 -0.617
O 7.227 18.578 18.693 -0.631
H 8.799 18.769 17.326 -0.213
H 8.616 17.165 18.067 0.004
H 7.880 17.147 15.800 -0.903
H 6.855 18.560 16.116 0.375
H 6.048 16.931 17.866 0.408
H 7.644 18.511 19.557 0.380
C 8.506 21.385 13.097 0.158
C 9.154 22.749 12.978 -0.406
O 9.352 23.350 14.239 -0.605
O 7.076 21.382 13.451 -0.532
H 9.022 20.801 13.860 -0.251
H 8.693 20.817 12.200 0.370
H 8.520 23.377 12.333 0.345
H 10.043 22.662 12.356 0.298
H 8.691 23.094 14.893 0.329
H 6.513 21.823 12.807 0.305
C 11.314 14.966 14.216 0.521
C 10.761 16.146 14.989 1.142
O 10.930 16.039 16.425 1.536
O 12.683 14.886 14.494 1.086
H 11.095 15.040 13.152 0.434
H 10.766 14.089 14.582 -1.228
H 9.685 16.311 14.851 -0.672
H 11.293 17.045 14.665 -0.499
H 11.266 15.138 16.626 -1.158
H 13.253 14.746 13.707 -0.499
C 13.423 13.051 17.514 0.007
O 12.730 14.044 17.669 0.025
N 13.956 12.312 18.572 -0.189
N 13.772 12.710 16.180 0.983
H 13.678 12.583 19.502 0.257
H 14.733 11.682 18.414 0.164
H 13.428 13.368 15.501 -0.825
H 14.452 12.006 15.941 -0.220
C 12.364 18.541 18.351 0.393
O 12.779 19.469 19.078 -0.915
N 12.731 17.201 18.711 -0.086
N 11.652 18.721 17.204 0.574
H 13.371 17.176 19.478 0.265
H 12.470 16.400 18.167 -0.089
H 11.069 19.531 17.016 0.244
H 11.323 17.913 16.712 -0.639
C 11.140 14.587 21.361 0.565
O 10.221 13.806 21.560 -0.687
N 12.115 14.464 20.271 -0.069
N 11.317 15.690 22.397 -0.449
H 11.754 14.112 19.383 -0.280
H 12.689 15.270 20.111 0.299
H 10.777 15.505 23.222 0.245
H 12.123 16.283 22.398 0.178
C 14.734 12.716 12.268 0.313
O 14.033 13.728 12.438 -0.161
N 14.257 11.644 11.457 -0.453
N 16.134 12.732 12.617 -0.348
H 14.947 11.060 11.022 0.248
H 13.400 11.811 10.942 0.050
H 16.548 11.822 12.583 0.253
H 16.399 13.364 13.357 -0.058
C 11.310 22.108 16.906 0.454
O 10.772 21.159 16.271 -0.652
N 12.039 21.864 18.063 -0.246
N 11.072 23.422 16.456 -0.451
H 12.440 22.575 18.637 0.175
H 12.073 20.945 18.509 0.078
H 11.707 24.112 16.796 0.195
H 10.682 23.480 15.514 0.351
C 15.017 17.350 15.287 0.008
O 14.852 17.747 14.123 -0.771
N 16.171 17.953 16.041 -0.437
N 14.183 16.504 16.030 1.678
H 16.618 18.760 15.649 0.255
H 16.087 18.074 17.037 0.219
H 13.517 15.943 15.493 -1.180
H 14.447 16.162 16.941 0.124
C 12.077 19.539 12.715 0.186
O 11.118 19.971 12.054 -0.671
N 11.966 19.403 14.113 0.193
N 13.173 18.922 12.054 -0.228
H 11.282 19.973 14.598 -0.121
H 12.811 19.291 14.662 0.093
H 13.915 18.453 12.562 0.341
H 13.079 18.797 11.072 0.215
C 7.149 13.819 14.539 0.497
O 7.379 12.917 15.382 -0.721
N 6.375 14.932 14.837 -0.319
N 7.544 13.622 13.139 -0.274
H 6.208 15.330 15.753 0.203
H 6.208 15.564 14.080 0.189
H 7.947 12.716 13.004 0.144
H 7.506 14.425 12.519 0.315
C 8.804 17.008 11.693 0.486
O 7.898 16.143 11.712 -0.829
N 9.801 17.111 10.698 -0.352
N 8.701 18.083 12.625 0.079
H 10.075 16.247 10.280 0.175
H 10.578 17.755 10.841 0.213
H 9.297 18.883 12.457 -0.229
H 7.889 18.164 13.204 0.196
C 15.704 9.720 15.426 0.331
O 15.746 10.785 16.040 -0.687
N 14.603 9.405 14.611 -0.232
N 16.850 8.817 15.582 -0.510
H 14.667 8.672 13.927 0.181
H 13.694 9.850 14.696 0.140
H 17.332 9.119 16.417 0.289
H 16.759 7.821 15.434 0.240
```

E_tot ... -111434.3207 eV
Energy above the lowest of the compared OMol25 structures with the same formula, charge and spin ... 0.0 kJ/mol
Frontier orbital gap ... 8.6248 eV

=====

[7]
C3H9BO2S | ωB97M-V/def2-TZVPD

```
16
Properties=species:S:1:pos:R:3:nbo_charge:R:1
B -0.093 2.029 0.498 0.851
C 1.361 -1.078 -0.098 -0.624
C -1.066 -1.909 -0.011 -0.659
C -0.142 -0.724 -0.172 -0.125
O 0.323 1.909 -0.725 -0.905
O -0.210 3.255 1.095 -0.895
S -0.550 0.606 1.446 -0.148
H 1.552 -1.918 0.718 0.219
H 1.383 -1.696 -1.138 0.206
H 1.928 -0.213 -0.044 0.225
H -0.619 -2.691 0.726 0.208
H -1.283 -2.334 -0.990 0.217
H -2.059 -1.639 0.437 0.234
H -0.473 -0.119 -0.972 0.213
H 0.568 2.659 -1.271 0.503
H -0.622 3.864 0.501 0.479
```

E_tot ... -18865.5297 eV
Energy above the lowest of the compared OMol25 structures with the same formula, charge and spin ... 10.7 kJ/mol
SMILES ... CC(C)SB(O)O
Frontier orbital gap ... 9.2428 eV

=====

[8]
C18H15N3O4S2 | ωB97M-V/def2-TZVPD

```
42
Properties=species:S:1:pos:R:3:nbo_charge:R:1
O 1.301 -0.797 -2.848 -0.569
O -3.354 -5.246 3.706 -0.552
N 2.826 4.638 -1.447 -0.471
N 0.972 3.495 -0.789 -0.502
O -1.720 -4.199 4.880 -0.671
O -4.348 -2.573 3.488 -0.504
S 0.882 5.001 -3.003 0.423
S -0.120 1.071 -0.011 0.340
C 0.802 0.175 -2.225 0.639
C -2.970 -4.422 4.432 0.757
C 1.548 4.420 -1.570 0.162
C 0.800 2.242 -1.117 0.390
C 4.609 0.474 -2.002 -0.342
C 3.271 5.485 -2.445 -0.043
C 2.356 5.790 -3.438 -0.484
C 3.854 1.595 -2.022 -0.229
C -0.133 -0.214 -1.149 -0.303
C -0.804 -1.422 -0.857 -0.119
C -3.841 -2.620 1.150 -0.216
C -2.277 -1.605 2.707 -0.273
C -2.915 -2.407 0.108 -0.193
C -1.365 -1.359 1.641 -0.188
C -3.444 -2.286 2.492 0.287
C -1.786 -1.703 0.316 -0.087
N 1.452 1.436 -2.141 -0.465
C -3.972 -3.313 4.710 -0.162
C 2.706 1.721 -2.900 -0.259
H -1.166 -4.890 4.549 0.494
H 4.525 -0.387 -2.589 0.194
H 5.504 0.266 -1.385 0.197
H 4.218 6.002 -2.466 0.215
H 2.489 6.438 -4.329 0.256
H 4.035 2.390 -1.300 0.236
H -0.614 -2.291 -1.497 0.234
H -4.786 -3.157 0.968 0.235
H -1.972 -1.296 3.784 0.233
H -3.178 -2.777 -0.863 0.221
H -0.356 -0.888 1.771 0.232
H -3.541 -2.657 5.526 0.185
H -4.763 -3.897 5.155 0.220
H 2.659 0.960 -3.691 0.253
H 2.615 2.805 -3.300 0.229
```

E_tot ... -53236.2217 eV
Energy above the lowest of the compared OMol25 structures with the same formula, charge and spin ... 398.8 kJ/mol
SMILES ... C=CCN1C(=O)/C(=C/c2ccc(OCC(=O)O)cc2)S/C1=N/c1nccs1
Frontier orbital gap ... 7.9274 eV

=====

- Among the records above, which one has the highest E_tot?
  C2H6N2